--- w ---
Density functional theory data (ωB97M-V/def2-TZVPD) for 2 unconnected molecules or ions with the total composition C3H8NO.

Geometry (Å):
C -2.4869 0.5395 0.5936
N -2.3288 -0.2192 -0.4148
H -1.6031 0.8758 1.1240
H -3.4212 1.0829 0.7130
H -3.0520 -0.2805 -1.1192
H -1.3906 -0.6763 -0.4931
O 0.2590 -0.3771 -0.2229
C 1.4058 -0.7091 0.0203
C 2.5549 0.2555 -0.0179
H 1.6445 -1.7821 0.1364
H 3.3259 -0.1455 0.6254
H 2.9046 0.1699 -1.0547
H 2.1880 1.2661 0.1099

Gap between HOMO and LUMO   9.340 eV
Net charge   +1

--- x ---
Density functional theory data (ωB97M-V/def2-TZVPD) for a gas-phase ion, C3H8NO (charge +1).

Geometry (Å):
C 0.9703 -1.1876 0.1746
N 0.3929 -0.1358 -0.7301
C -0.1999 1.0492 -0.0309
C -1.5236 0.6691 0.5934
O -1.9401 -0.4492 0.5019
H 0.2114 -1.5341 0.8567
H 1.7908 -0.7611 0.7452
H 1.3268 -1.9853 -0.4731
H -0.3188 -0.6080 -1.2933
H 1.1563 0.1816 -1.3288
H -0.3568 1.8601 -0.7358
H 0.5733 1.4268 0.6446
H -2.0826 1.4742 1.0755

Gap between HOMO and LUMO   11.615 eV
SMILES   C[NH2+]CC=O
Net charge   +1

--- y ---
Density functional theory data (ωB97M-V/def2-TZVPD) for 2 unconnected molecules or ions with the total composition C3H8NO.

Geometry (Å):
C -0.0024 -0.4274 -0.2169
C 0.9102 -1.0498 0.5888
C -2.3117 0.1448 -0.5141
N -1.0824 0.0893 0.2406
H 2.1871 0.9382 -0.2602
H 0.8698 -1.1551 1.6726
H 1.4890 -1.8434 0.1212
H -2.3476 -0.6969 -1.2085
H -2.3319 1.0313 -1.1556
H -0.9709 0.7780 0.9946
H -3.2267 0.0513 0.0682
H 3.7527 1.2572 -0.4404
O 3.0648 0.8825 0.1098

Gap between HOMO and LUMO   7.158 eV
Net charge   +1

--- z ---
Density functional theory data (ωB97M-V/def2-TZVPD) for a gas-phase ion, C3H8NO (charge +1).

Geometry (Å):
C 1.3417 0.0908 0.1862
N -0.0167 -0.3436 -0.2181
C -1.1313 0.5751 0.0201
C -2.5134 -0.2156 -0.0785
O -3.6627 0.0391 0.2096
H 1.7057 -0.5013 1.1051
H 2.0476 0.0405 -0.7020
H 1.1743 1.1429 0.4882
H -0.3461 -1.2393 0.2101
H -0.0069 -0.5265 -1.1899
H -1.1895 1.5137 -0.7153
H -1.0517 0.9737 0.9582
H -2.3011 -1.2002 -0.4365

Gap between HOMO and LUMO   10.812 eV
SMILES   C[NH2+]CC=O
Net charge   +1

Relative energies, kcal/mol: w 8.4; x 0.0; y 104.6; z 31.1.